(1)
The following is a DFT calculation (ωB97M-V/def2-TZVPD) of C19H32I2N2O4S3Se2Sn as an isolated structure.

DFT total energy = -7960.805824 Ha
Multiplicity = 1
Charge = 0

Geometry as XYZ:
```
65
C19H32I2N2O4S3Se2Sn, DFT ωB97M-V/def2-TZVPD
Sn 0.79072 -0.08105 -0.51518
C 1.22088 0.77598 5.57295
C 1.52825 1.82405 4.50854
S 0.80189 1.45335 2.87624
C -0.41650 2.78411 2.69233
C -1.74248 2.54134 3.40294
S -2.57944 1.01528 2.84147
C -2.60235 -0.02721 4.33634
C -1.24133 -0.48727 4.84738
S -0.52717 0.67920 6.07339
H 1.75570 1.03478 6.48814
H 1.53813 -0.21779 5.25833
H 2.60796 1.87474 4.35546
H 1.16496 2.80388 4.81569
H -0.56511 2.87561 1.61660
H 0.03969 3.70981 3.04690
H -2.42226 3.37248 3.20484
H -1.60297 2.44240 4.47514
H -3.18154 -0.89499 4.01745
H -3.16266 0.50020 5.10894
H -0.53275 -0.57356 4.02948
H -1.34236 -1.45069 5.34831
O 6.12126 0.14961 -3.88438
C 5.57773 1.13356 -3.03344
C 4.29362 0.69830 -2.26983
C 4.66332 -0.43056 -1.29616
O 5.17319 -1.59838 -1.92853
C 3.83279 1.93925 -1.51160
Se 2.55443 1.76278 -0.00459
C 3.29212 0.25843 -3.33139
Se 1.72787 -0.85018 -2.80654
H 6.20178 -0.66374 -3.36827
H 5.34862 1.99478 -3.66737
H 6.31686 1.45689 -2.28673
H 3.79308 -0.68696 -0.68944
H 5.43795 -0.07077 -0.61497
H 4.43740 -2.03892 -2.37351
H 3.39869 2.65943 -2.20414
H 4.68946 2.41061 -1.02703
H 3.79300 -0.36273 -4.07026
H 2.89121 1.13055 -3.84680
I -2.77469 -1.70154 0.34828
C -3.10127 -2.63149 -1.54125
I -2.44301 -1.46541 -3.20190
H -4.16605 -2.78778 -1.65026
H -2.56394 -3.57034 -1.55553
O 0.66768 2.50718 -7.31597
C -0.20730 3.45245 -6.75446
N -0.52131 2.94959 -5.43896
C -1.06597 3.74944 -4.49765
O -1.36615 4.91058 -4.71401
C -1.31197 3.11257 -3.16194
C -2.35419 3.60143 -2.37945
C -2.59872 3.02200 -1.14749
C -1.78717 1.97947 -0.73046
N -0.77150 1.53689 -1.46407
C -0.53552 2.08702 -2.65160
H 0.92661 2.79711 -8.19392
H -1.12564 3.55837 -7.34511
H 0.24900 4.44155 -6.65352
H -0.28790 1.98445 -5.27040
H -2.94673 4.42433 -2.75673
H -3.40477 3.35928 -0.51061
H -1.95308 1.48191 0.21729
H 0.31998 1.68452 -3.18684
```


(2)
The following is a DFT calculation (ωB97M-V/def2-TZVPD) of a 2-piece molecular cluster, C5H8N4 overall in a non-equilibrium geometry.

DFT total energy = -414.130671 Ha
Multiplicity = 1
Charge = 0

Geometry as XYZ:
```
17
C5H8N4, DFT ωB97M-V/def2-TZVPD
C 1.76865 1.03802 0.11438
C 1.25974 -1.16246 -0.47333
C 1.54533 -0.37622 0.76135
C 0.04870 0.52661 -1.20146
C -1.44397 0.42406 0.40450
N 1.00354 1.39292 -0.83490
N 0.50683 -0.71173 -1.41500
N -2.76116 0.14090 -0.05735
N -1.93914 -0.87674 0.58361
H 2.58939 1.74771 0.28792
H 1.57683 -2.19074 -0.67035
H 2.34812 -0.74799 1.33574
H 0.47097 -0.24243 1.33972
H -0.58229 1.01383 -1.93256
H -1.30578 1.04475 1.19195
H -3.52106 0.51276 0.63928
H -1.56469 -1.53322 -0.07350
```


(3)
The following is a DFT calculation (ωB97M-V/def2-TZVPD) of one molecule with the formula C4H9NO2.

DFT total energy = -363.063219 Ha
SMILES = CCNC(=O)OC
Multiplicity = 1
Charge = 0

Geometry as XYZ:
```
16
C4H9NO2, DFT ωB97M-V/def2-TZVPD
C 1.45864 -1.62840 -0.74616
C 1.60731 -0.80534 0.52913
N 0.80927 0.40523 0.44687
C -0.55421 0.29230 0.45238
O -1.21104 -0.48611 1.10790
O -1.06232 1.21812 -0.39488
C -2.34866 1.71241 -0.06695
H 1.66410 -1.00421 -1.62467
H 2.14008 -2.48335 -0.75930
H 0.42897 -1.99309 -0.83283
H 1.27679 -1.36877 1.40489
H 2.64561 -0.50503 0.69861
H 1.12070 1.07907 -0.23906
H -2.56670 2.46452 -0.82473
H -3.10591 0.92738 -0.07288
H -2.30261 2.17526 0.92169
```


- Which formula does entry 3 have?
  C4H9NO2